C26H30FeN5O3S2Si | wB97M-V/def2-TZVPD

Properties
- E_HOMO (alpha / beta) (eV) = -7.53 / -7.51
- relative energy (zero: lowest compared OMol25 entry of this formula, charge and spin) (kcal per mole) = 8.1
- max |F| (eV/A) = 1.2
- gap between HOMO and LUMO (alpha / beta) (eV) = 7.0 / 7.3
- energy (Eh) = -3857.9520

Structure (ORCA input):
```
! RIJCOSX wB97M-V def2-TZVPD def2/J DEFGRID3
* xyz 0 2
Fe -0.3041 -0.5888 -0.0698
O 3.7120 -0.6403 3.4561
C 2.6074 -0.6908 4.2213
C 2.7727 -0.8204 5.5986
C 1.6742 -0.9128 6.4312
C 0.3843 -0.8715 5.9084
C 0.2120 -0.7150 4.5478
C 1.3080 -0.6215 3.6882
C 1.0594 -0.5119 2.2440
O -0.1238 -0.2180 1.8268
N 2.0606 -0.7352 1.4201
N 1.6153 -0.7738 0.1160
C 2.4972 -0.8127 -0.8170
C 2.1889 -0.9426 -2.2088
C 3.2252 -0.8863 -3.1521
C 2.9684 -0.9319 -4.5018
C 1.6448 -1.0542 -4.9370
C 0.6074 -1.1424 -4.0347
C 0.8460 -1.0953 -2.6503
O -0.1443 -1.2336 -1.8141
H 3.4214 -0.7055 2.5159
H 3.7804 -0.8607 5.9907
H 1.8218 -1.0240 7.4980
H -0.4741 -0.9636 6.5600
H -0.7772 -0.6692 4.1123
H 3.5365 -0.7291 -0.5048
H 4.2441 -0.7985 -2.7900
H 3.7766 -0.8627 -5.2170
H 1.4301 -1.0851 -5.9980
H -0.4172 -1.2542 -4.3659
C -3.9378 -1.6892 0.3164
C -3.4423 -0.2746 0.4080
C -4.2536 0.7237 0.9055
C -3.7705 2.0347 0.9515
C -2.5152 2.3253 0.4830
C -1.7403 1.2783 -0.0601
N -2.2199 0.0053 -0.0684
N -0.4912 1.3571 -0.5599
Si 0.1345 2.7494 -1.3811
C -1.0896 3.2166 -2.7299
C 1.8069 2.3257 -2.1019
C 0.4007 4.2611 -0.2854
H -4.8766 -1.7159 -0.2382
H -4.1213 -2.0936 1.3128
H -3.2102 -2.3189 -0.1846
H -5.2463 0.4824 1.2593
H -4.3858 2.8248 1.3642
H -2.0950 3.3164 0.5527
H -1.4469 2.3293 -3.2562
H -0.6188 3.8792 -3.4604
H -1.9591 3.7344 -2.3192
H 1.7265 1.6797 -2.9775
H 2.4244 1.8160 -1.3612
H 2.3267 3.2397 -2.3985
H -0.5182 4.6363 0.1666
H 0.8224 5.0722 -0.8851
H 1.1034 4.0392 0.5210
S -0.7149 -2.7906 0.9572
C -0.5048 -4.1811 0.0622
N 0.4662 -5.0621 0.2912
C 0.6332 -6.1391 -0.6733
C -0.7474 -6.3466 -1.2807
S -1.5177 -4.6938 -1.2575
H 1.2243 -4.7725 0.8929
H 0.9832 -7.0410 -0.1732
H 1.3597 -5.8529 -1.4388
H -1.3596 -7.0106 -0.6728
H -0.7061 -6.7178 -2.3006
*
```

C26H30MnN5O2 | wB97M-V/def2-TZVPD

Properties
- E_HOMO (alpha / beta) (eV) = -2.68 / -4.21
- relative energy (zero: lowest compared OMol25 entry of this formula, charge and spin) (kcal per mole) = 1.1
- max |F| (eV/A) = 1.1
- gap between HOMO and LUMO (alpha / beta) (eV) = 5.1 / 6.6
- energy (Eh) = -2584.0594

Structure (ORCA input):
```
! RIJCOSX wB97M-V def2-TZVPD def2/J DEFGRID3
* xyz -1 6
Mn 0.3542 -0.4099 0.0426
C 2.3982 -1.0780 0.1696
C 3.1928 -0.3618 -0.8365
C 3.3375 -0.8555 -2.1433
C 4.0515 -0.1719 -3.1094
C 4.6545 1.0479 -2.8111
C 4.5153 1.5647 -1.5221
C 3.8030 0.8733 -0.5619
C 5.4087 1.7608 -3.8159
N 6.0079 2.3244 -4.6209
H 2.6611 -0.8399 1.1940
H 2.3897 -2.1510 0.0231
H 2.8703 -1.8026 -2.3931
H 4.1541 -0.5809 -4.1077
H 4.9739 2.5156 -1.2846
H 3.6896 1.2932 0.4313
C -3.1423 -1.8908 -0.0502
N -3.3965 -0.5877 -0.6696
C -4.7554 -0.0667 -0.5872
C -2.4193 0.0903 -1.2782
C -2.7450 1.4257 -1.8863
O -1.2589 -0.3398 -1.3339
H -3.7500 -2.6598 -0.5366
H -3.3951 -1.8521 1.0088
H -2.0921 -2.1382 -0.1245
H -5.2691 -0.5836 0.2209
H -5.3157 -0.2356 -1.5109
H -4.7658 0.9990 -0.3653
H -3.6074 1.3663 -2.5536
H -1.8718 1.7766 -2.4278
H -2.9641 2.1521 -1.1003
C -0.0263 -4.1766 -0.0487
C -0.0869 -3.9597 1.4454
C -0.0869 -5.0761 2.2744
C -0.2456 -4.9825 3.6494
C -0.4092 -3.7196 4.2044
C -0.3891 -2.5727 3.4260
C -0.5459 -1.2115 4.0455
C -0.2056 -2.6499 2.0115
N -0.2214 -1.4960 1.3023
H -1.0017 -4.4919 -0.4399
H 0.6943 -4.9580 -0.3060
H 0.2519 -3.2805 -0.5722
H 0.0207 -6.0582 1.8199
H -0.2421 -5.8685 4.2726
H -0.5366 -3.6194 5.2796
H -0.4174 -1.2579 5.1301
H -1.5317 -0.7822 3.8344
H 0.1842 -0.5194 3.6217
N -1.2459 6.2700 0.2522
C -0.7508 5.5873 -0.8712
O -0.7522 6.1567 -1.9663
C -0.3070 4.2351 -0.6642
C 0.3403 3.5241 -1.7267
C 0.8117 2.2652 -1.5326
N 0.7120 1.5871 -0.3376
C 0.0698 2.2574 0.6732
C -0.4379 3.5172 0.5685
H -1.3141 7.2584 0.0710
H -0.8039 6.0541 1.1318
H 0.4547 4.0097 -2.6877
H 1.3020 1.7264 -2.3360
H -0.0284 1.7123 1.6001
H -0.9685 3.9350 1.4156
*
```

C26H30N2O3 | wB97M-V/def2-TZVPD

Properties
- SMILES string = C[C@H](NC(=O)CCCCCN1C(=O)c2ccccc2C1=O)c1ccc2c(c1)CCCC2
- E_HOMO (eV) = -8.76
- relative energy (zero: lowest compared OMol25 entry of this formula, charge and spin) (kcal per mole) = 0.0
- max |F| (eV/A) = 0.7
- gap between HOMO and LUMO (eV) = 8.3
- energy (Eh) = -1344.0922

Structure (ORCA input):
```
! RIJCOSX wB97M-V def2-TZVPD def2/J DEFGRID3
* xyz 0 1
C -1.0814 -1.8646 -2.8122
H -1.1863 -0.7921 -2.9662
H -0.1160 -2.1835 -3.1929
H -1.8613 -2.3766 -3.3716
C -1.2136 -2.1781 -1.3226
N -2.5212 -1.7287 -0.8913
C -3.1430 -2.2138 0.2061
O -2.7005 -3.1399 0.8539
C -4.4417 -1.5046 0.5711
H -5.0027 -1.2402 -0.3266
C -4.1630 -0.2459 1.4098
H -3.3611 -0.4709 2.1174
C -3.7809 0.9515 0.5409
H -4.6695 1.3192 0.0217
H -3.0721 0.6358 -0.2203
C -3.1442 2.1012 1.3208
H -2.3823 1.7185 2.0037
H -3.8985 2.6120 1.9214
C -2.4909 3.1178 0.3778
N -1.1796 2.7021 -0.0840
C -0.0146 3.1683 0.5207
O 0.0140 3.8926 1.4820
C 1.1008 2.6085 -0.2758
C 2.4640 2.7628 -0.1471
C 3.2761 2.1108 -1.0705
C 2.7324 1.3288 -2.0763
C 1.3554 1.1793 -2.2083
C 0.5514 1.8332 -1.3001
C -0.9239 1.9015 -1.1835
O -1.7629 1.3971 -1.8925
H 0.9313 0.5776 -2.9958
H 3.3868 0.8306 -2.7758
H 4.3489 2.2192 -1.0030
H 2.8794 3.3696 0.6422
H -2.3396 4.0667 0.8992
H -3.1235 3.2777 -0.4992
H -5.0511 0.0015 1.9952
H -5.0306 -2.2067 1.1623
H -2.8924 -0.9281 -1.3787
C -0.0787 -1.5644 -0.5200
C 1.2296 -1.9515 -0.7910
C 2.2879 -1.4391 -0.0645
C 2.0518 -0.5350 0.9705
C 0.7534 -0.1533 1.2496
C -0.3001 -0.6584 0.5052
H -1.3057 -0.3661 0.7566
H 0.5585 0.5376 2.0587
C 3.2445 -0.0899 1.7546
C 4.0391 -1.3251 2.1988
C 4.3591 -2.2729 1.0277
C 3.7151 -1.8256 -0.2932
H 3.7915 -2.6249 -1.0317
H 4.2584 -0.9573 -0.6790
H 5.4384 -2.3461 0.8834
H 3.9934 -3.2731 1.2640
H 4.9602 -1.0016 2.6861
H 3.4444 -1.8566 2.9433
H 3.8806 0.5418 1.1277
H 2.9424 0.4946 2.6248
H 1.4253 -2.6798 -1.5657
H -1.1815 -3.2637 -1.1575
*
```

What did the second record say?
C26H30MnN5O2 | wB97M-V/def2-TZVPD

Properties
- E_HOMO (alpha / beta) (eV) = -2.68 / -4.21
- relative energy (zero: lowest compared OMol25 entry of this formula, charge and spin) (kcal per mole) = 1.1
- max |F| (eV/A) = 1.1
- gap between HOMO and LUMO (alpha / beta) (eV) = 5.1 / 6.6
- energy (Eh) = -2584.0594

Structure (ORCA input):
```
! RIJCOSX wB97M-V def2-TZVPD def2/J DEFGRID3
* xyz -1 6
Mn 0.3542 -0.4099 0.0426
C 2.3982 -1.0780 0.1696
C 3.1928 -0.3618 -0.8365
C 3.3375 -0.8555 -2.1433
C 4.0515 -0.1719 -3.1094
C 4.6545 1.0479 -2.8111
C 4.5153 1.5647 -1.5221
C 3.8030 0.8733 -0.5619
C 5.4087 1.7608 -3.8159
N 6.0079 2.3244 -4.6209
H 2.6611 -0.8399 1.1940
H 2.3897 -2.1510 0.0231
H 2.8703 -1.8026 -2.3931
H 4.1541 -0.5809 -4.1077
H 4.9739 2.5156 -1.2846
H 3.6896 1.2932 0.4313
C -3.1423 -1.8908 -0.0502
N -3.3965 -0.5877 -0.6696
C -4.7554 -0.0667 -0.5872
C -2.4193 0.0903 -1.2782
C -2.7450 1.4257 -1.8863
O -1.2589 -0.3398 -1.3339
H -3.7500 -2.6598 -0.5366
H -3.3951 -1.8521 1.0088
H -2.0921 -2.1382 -0.1245
H -5.2691 -0.5836 0.2209
H -5.3157 -0.2356 -1.5109
H -4.7658 0.9990 -0.3653
H -3.6074 1.3663 -2.5536
H -1.8718 1.7766 -2.4278
H -2.9641 2.1521 -1.1003
C -0.0263 -4.1766 -0.0487
C -0.0869 -3.9597 1.4454
C -0.0869 -5.0761 2.2744
C -0.2456 -4.9825 3.6494
C -0.4092 -3.7196 4.2044
C -0.3891 -2.5727 3.4260
C -0.5459 -1.2115 4.0455
C -0.2056 -2.6499 2.0115
N -0.2214 -1.4960 1.3023
H -1.0017 -4.4919 -0.4399
H 0.6943 -4.9580 -0.3060
H 0.2519 -3.2805 -0.5722
H 0.0207 -6.0582 1.8199
H -0.2421 -5.8685 4.2726
H -0.5366 -3.6194 5.2796
H -0.4174 -1.2579 5.1301
H -1.5317 -0.7822 3.8344
H 0.1842 -0.5194 3.6217
N -1.2459 6.2700 0.2522
C -0.7508 5.5873 -0.8712
O -0.7522 6.1567 -1.9663
C -0.3070 4.2351 -0.6642
C 0.3403 3.5241 -1.7267
C 0.8117 2.2652 -1.5326
N 0.7120 1.5871 -0.3376
C 0.0698 2.2574 0.6732
C -0.4379 3.5172 0.5685
H -1.3141 7.2584 0.0710
H -0.8039 6.0541 1.1318
H 0.4547 4.0097 -2.6877
H 1.3020 1.7264 -2.3360
H -0.0284 1.7123 1.6001
H -0.9685 3.9350 1.4156
*
```

What is the relative energy (zero: lowest compared OMol25 entry of this formula, charge and spin) in the first record? 8.1 kcal per mole

Which of these has the lowest relative energy (zero: lowest compared OMol25 entry of this formula, charge and spin)? C26H30N2O3

Number 2 is which compound? C26H30MnN5O2